#1
This record from the Open Molecules 2025 dataset describes 2 unconnected molecules or ions with the total composition C7H13NO2. The level of theory is ωB97M-V with the def2-TZVPD basis set.

Each line ends with the natural charge from an NBO analysis.
Atoms and positions in Å:
C -0.298 2.605 -0.486  0.33
C 2.764 0.613 0.841  0.53
C -1.592 0.264 0.937  -0.59
C -0.290 -1.857 0.695  -0.60
C 1.285 -0.067 -1.626  -0.68
C -0.653 -0.521 0.023  -0.29
C 0.621 0.210 -0.323  0.30
N 1.408 0.602 0.753  -0.66
O 0.116 3.218 0.453  -0.54
O 3.540 0.127 0.057  -0.59
H -0.846 3.032 -1.334  0.12
H 3.094 1.098 1.777  0.11
H -1.825 1.232 0.492  0.21
H -2.519 -0.286 1.080  0.22
H -1.148 0.431 1.917  0.20
H 0.227 -1.670 1.633  0.21
H -1.189 -2.432 0.906  0.21
H 0.352 -2.450 0.051  0.21
H 1.895 0.779 -1.939  0.24
H 0.543 -0.279 -2.393  0.22
H 1.959 -0.923 -1.539  0.24
H -1.183 -0.731 -0.911  0.21
H 0.894 1.067 1.492  0.41

The value obtained for the orbital gap (alpha / beta) is 7.43 / 8.31 eV. The spin multiplicity is 1. The calculation puts the HOMO energy (alpha / beta) at -7.04 / -7.72 eV.

=====

#2
This record from the Open Molecules 2025 dataset describes C7H13NO2 in the gas phase. The level of theory is ωB97M-V with the def2-TZVPD basis set.

Each line ends with the natural charge from an NBO analysis.
Atoms and positions in Å:
C 2.314 -1.094 0.575  -0.66
C 1.449 0.070 0.134  0.19
N 1.620 1.252 0.847  -0.84
C 0.428 -0.182 -0.718  -0.13
C 0.675 -1.099 -1.902  -0.62
C -0.991 0.095 -0.419  0.12
O -1.836 -0.671 -1.217  -0.70
C -1.541 0.799 0.590  0.29
C -2.996 0.696 0.961  -0.66
O -0.853 1.599 1.479  -0.71
H 3.322 -1.036 0.165  0.21
H 2.372 -1.101 1.671  0.22
H 1.866 -2.059 0.304  0.23
H 1.585 2.049 0.198  0.40
H 2.527 1.271 1.320  0.39
H 1.743 -1.153 -2.150  0.21
H 0.189 -0.698 -2.801  0.22
H 0.309 -2.113 -1.719  0.22
H -2.179 -0.061 -1.892  0.47
H -3.554 1.560 0.593  0.21
H -3.461 -0.220 0.584  0.23
H -3.094 0.660 2.053  0.22
H 0.107 1.439 1.343  0.49

The SMILES is C/C(N)=C(C)/C(O)=C(/C)O. The value obtained for the orbital gap is 7.48 eV. The spin multiplicity is 1. The calculation puts the HOMO energy at -6.71 eV.

=====

#2 comes first in stability; the runner-up is 0.766 eV higher.